Record 1
{
  "formula": "C24H30N4O2",
  "method": "the ωB97M-V functional and the def2-TZVPD basis",
  "elements": ["C", "O", "C", "C", "N", "C", "C", "N", "C", "C", "C", "N", "C", "N", "C", "C", "C", "C", "C", "O", "C", "C", "C", "C", "C", "C", "C", "C", "C", "C", "H", "H", "H", "H", "H", "H", "H", "H", "H", "H", "H", "H", "H", "H", "H", "H", "H", "H", "H", "H", "H", "H", "H", "H", "H", "H", "H", "H", "H", "H"],
  "coordinates": [[-5.2385, -4.6033, 0.9804], [-4.8118, -3.5424, 0.1689], [-3.5087, -3.7298, -0.3381], [-3.1003, -2.5375, -1.2030], [-2.5292, -1.4688, -0.4073], [-3.5290, -0.7490, 0.3603], [-2.8426, 0.2478, 1.2849], [-2.0767, 1.2008, 0.5034], [-1.4595, 2.2090, 1.3590], [-0.8237, 3.2867, 0.5469], [-1.4579, 4.3542, -0.0525], [-0.5320, 5.0233, -0.7671], [-0.7136, 6.2153, -1.5427], [0.6627, 4.4518, -0.6794], [0.5209, 3.3988, 0.1155], [1.6332, 2.4966, 0.4066], [1.9210, 2.0963, 1.7082], [2.9248, 1.1817, 1.9574], [3.6614, 0.6524, 0.9035], [4.6690, -0.2283, 1.2119], [4.9073, -1.3034, 0.3995], [6.1996, -1.8210, 0.4019], [6.4946, -2.9442, -0.3461], [5.5106, -3.5601, -1.1019], [4.2235, -3.0510, -1.0948], [3.9142, -1.9297, -0.3470], [3.4158, 1.0850, -0.3957], [2.4101, 1.9988, -0.6359], [-1.0913, 0.4848, -0.2848], [-1.7809, -0.5161, -1.2040], [-6.2473, -4.3610, 1.3086], [-5.2525, -5.5496, 0.4240], [-4.5872, -4.7233, 1.8558], [-3.4838, -4.6504, -0.9428], [-2.7901, -3.8396, 0.4873], [-2.3337, -2.8742, -1.9052], [-3.9814, -2.2073, -1.7782], [-4.1068, -1.4639, 0.9452], [-4.2207, -0.2038, -0.3060], [-3.5979, 0.7920, 1.8579], [-2.1944, -0.3030, 1.9905], [-0.7147, 1.7491, 2.0307], [-2.2546, 2.6449, 1.9717], [-2.4816, 4.6671, -0.0160], [0.2423, 6.4586, -2.0018], [-1.4621, 6.0572, -2.3214], [-1.0316, 7.0452, -0.9081], [1.3648, 2.5151, 2.5339], [3.1523, 0.8649, 2.9636], [6.9536, -1.3308, 0.9979], [7.4999, -3.3388, -0.3411], [5.7445, -4.4353, -1.6889], [3.4472, -3.5324, -1.6713], [2.9049, -1.5440, -0.3325], [4.0142, 0.7017, -1.2098], [2.2133, 2.3353, -1.6423], [-0.5327, 1.2026, -0.8883], [-0.3772, -0.0550, 0.3641], [-1.0238, -1.0523, -1.7822], [-2.4362, 0.0325, -1.9038]],
  "nbo_charge": [-0.24, -0.55, -0.07, -0.23, -0.44, -0.24, -0.22, -0.44, -0.25, -0.07, -0.04, -0.16, -0.41, -0.27, 0.09, -0.08, -0.19, -0.24, 0.27, -0.48, 0.29, -0.26, -0.19, -0.24, -0.21, -0.24, -0.23, -0.18, -0.23, -0.22, 0.19, 0.16, 0.16, 0.16, 0.18, 0.20, 0.18, 0.22, 0.17, 0.20, 0.17, 0.18, 0.21, 0.21, 0.24, 0.21, 0.20, 0.22, 0.22, 0.22, 0.21, 0.21, 0.21, 0.22, 0.22, 0.22, 0.21, 0.17, 0.20, 0.17],
  "max_force_ev_per_a": 0.82,
  "e_tot_ev": -35429.114,
  "relative_energy_ev": 2.834,
  "smiles": "COCCN1CCN(Cc2cn(C)nc2-c2ccc(Oc3ccccc3)cc2)CC1",
  "homo_ev": -8.087
}



Record 2
{
  "formula": "C24H30N4O2S",
  "method": "the ωB97M-V functional and the def2-TZVPD basis",
  "elements": ["C", "C", "C", "C", "C", "C", "C", "C", "N", "C", "C", "C", "C", "C", "C", "N", "C", "N", "C", "C", "O", "C", "C", "S", "N", "C", "C", "C", "C", "C", "O", "H", "H", "H", "H", "H", "H", "H", "H", "H", "H", "H", "H", "H", "H", "H", "H", "H", "H", "H", "H", "H", "H", "H", "H", "H", "H", "H", "H", "H", "H"],
  "coordinates": [[-1.3005, -0.1007, 5.7465], [-1.8026, -0.1290, 4.3318], [-2.7089, 0.8362, 3.9066], [-3.1915, 0.8524, 2.6110], [-2.7810, -0.1172, 1.7123], [-1.8884, -1.0887, 2.1233], [-1.3890, -1.1025, 3.4216], [-0.3572, -2.1567, 3.7530], [0.7756, -2.0199, 2.8654], [1.6161, -0.8499, 2.9307], [2.5182, -0.9177, 1.6881], [2.3011, 0.2510, 0.7281], [1.0962, -0.2438, -0.0882], [0.8027, 0.5163, -1.3280], [1.5390, 1.4275, -2.0093], [0.9808, 1.9485, -3.1312], [-0.1909, 1.4519, -3.3572], [-0.9291, 1.7152, -4.4580], [-0.5756, 2.8726, -5.2596], [-1.4062, 4.0789, -4.8065], [-2.7881, 3.7967, -4.8621], [-3.1227, 2.6901, -4.0556], [-2.3485, 1.4399, -4.4949], [-0.7242, 0.2772, -2.1468], [1.3517, -1.6672, -0.3143], [2.1499, -2.0491, -1.4760], [3.4891, -2.5629, -0.9434], [3.0887, -3.1348, 0.4120], [2.0203, -2.1579, 0.8969], [0.9690, -2.8108, 1.7926], [0.3962, -3.8556, 1.5761], [-1.5509, -1.0259, 6.2640], [-1.7512, 0.7260, 6.2900], [-0.2181, 0.0233, 5.7750], [-3.0367, 1.5930, 4.6055], [-3.8885, 1.6189, 2.3054], [-3.1509, -0.1178, 0.6978], [-1.5658, -1.8534, 1.4313], [-0.7666, -3.1552, 3.5729], [-0.0156, -2.0889, 4.7877], [0.9992, 0.0570, 2.9366], [2.2003, -0.8684, 3.8591], [3.5649, -1.0175, 1.9764], [2.1063, 1.1939, 1.2358], [3.1675, 0.3732, 0.0775], [0.2024, -0.1996, 0.5546], [2.5155, 1.7791, -1.7283], [-0.8004, 2.6394, -6.3044], [0.4884, 3.0677, -5.1374], [-1.1174, 4.3473, -3.7788], [-1.2446, 4.9339, -5.4640], [-2.8907, 2.9071, -3.0010], [-4.1978, 2.5441, -4.1679], [-2.6148, 1.1925, -5.5274], [-2.5820, 0.5932, -3.8494], [1.6175, -2.8564, -1.9911], [2.2658, -1.2152, -2.1710], [4.1956, -1.7403, -0.8150], [3.9375, -3.3058, -1.5996], [2.6232, -4.1142, 0.2882], [3.9175, -3.2211, 1.1129]],
  "nbo_charge": [-0.63, -0.01, -0.21, -0.20, -0.24, -0.15, -0.06, -0.25, -0.43, -0.21, -0.24, -0.40, -0.08, -0.23, -0.03, -0.54, 0.29, -0.43, -0.25, -0.08, -0.52, -0.08, -0.24, 0.32, -0.43, -0.23, -0.42, -0.40, 0.04, 0.69, -0.63, 0.22, 0.22, 0.21, 0.21, 0.21, 0.21, 0.22, 0.25, 0.20, 0.20, 0.19, 0.22, 0.22, 0.20, 0.21, 0.21, 0.20, 0.25, 0.17, 0.20, 0.17, 0.20, 0.21, 0.22, 0.19, 0.21, 0.19, 0.22, 0.23, 0.21],
  "max_force_ev_per_a": 0.89,
  "e_tot_ev": -46266.428,
  "relative_energy_ev": 0.688,
  "smiles": "Cc1ccccc1CN1C[C@@H]2C[C@@H](c3cnc(N4CCOCC4)s3)N3CCC[C@@]23C1=O",
  "homo_ev": -7.785
}



Record 3
{
  "formula": "C24H30N4O4",
  "method": "the ωB97M-V functional and the def2-TZVPD basis",
  "elements": ["N", "C", "O", "C", "C", "N", "C", "O", "C", "C", "C", "C", "C", "C", "C", "C", "C", "C", "N", "C", "C", "C", "C", "C", "C", "C", "C", "C", "N", "O", "O", "C", "H", "H", "H", "H", "H", "H", "H", "H", "H", "H", "H", "H", "H", "H", "H", "H", "H", "H", "H", "H", "H", "H", "H", "H", "H", "H", "H", "H", "H", "H"],
  "coordinates": [[2.1802, 1.6996, 5.3544], [1.0017, 1.8961, 4.7414], [0.3192, 2.8874, 4.8834], [0.5835, 0.7302, 3.8465], [1.6199, 0.4419, 2.7336], [2.0224, -0.9585, 2.7464], [2.9137, -1.4395, 3.6367], [3.4189, -0.7374, 4.5009], [3.2552, -2.8810, 3.4897], [2.3427, -3.8286, 3.0354], [2.7157, -5.1568, 2.9367], [3.9979, -5.5500, 3.2833], [4.9064, -4.6131, 3.7476], [4.5343, -3.2871, 3.8583], [1.0919, 0.7939, 1.3707], [-0.0669, 0.1802, 0.8722], [-0.5695, 0.4987, -0.3593], [0.0503, 1.4529, -1.1996], [-0.4306, 1.7518, -2.4130], [-1.6376, 1.2539, -3.0361], [-2.8710, 2.0636, -2.5888], [-3.9701, 1.2226, -1.9352], [-4.3274, -0.0911, -2.6368], [-4.6424, 0.0129, -4.1327], [-3.4604, -0.1971, -5.0904], [-2.6412, 1.0538, -5.4263], [-1.4107, 1.3069, -4.5513], [1.2312, 2.0619, -0.6902], [1.9707, 3.0293, -1.4101], [2.9999, 3.4562, -0.9211], [1.5586, 3.4085, -2.5069], [1.7197, 1.7214, 0.5771], [2.5392, 2.4166, 5.9617], [2.7255, 0.8563, 5.2024], [-0.3896, 0.9698, 3.4179], [0.4790, -0.1526, 4.4803], [2.5240, 1.0298, 2.9313], [1.6554, -1.5582, 2.0257], [1.3296, -3.5436, 2.7889], [2.0020, -5.8896, 2.5910], [4.2848, -6.5873, 3.1988], [5.9034, -4.9185, 4.0265], [5.2241, -2.5442, 4.2285], [-0.5843, -0.5503, 1.4781], [-1.4719, 0.0179, -0.6968], [0.0615, 2.4971, -2.9015], [-1.7611, 0.2096, -2.7443], [-3.2826, 2.5966, -3.4430], [-2.5522, 2.8212, -1.8696], [-3.6796, 0.9846, -0.9085], [-4.8692, 1.8400, -1.8757], [-3.5373, -0.8312, -2.4922], [-5.2102, -0.4842, -2.1261], [-5.1173, 0.9728, -4.3417], [-5.3784, -0.7613, -4.3622], [-2.8039, -0.9781, -4.7024], [-3.8765, -0.5722, -6.0282], [-3.3015, 1.9220, -5.4114], [-2.2751, 0.9635, -6.4515], [-0.6414, 0.5721, -4.8005], [-1.0151, 2.2934, -4.8079], [2.6129, 2.2243, 0.9158]],
  "nbo_charge": [-0.84, 0.67, -0.62, -0.51, -0.07, -0.60, 0.66, -0.66, -0.07, -0.21, -0.21, -0.19, -0.21, -0.19, -0.10, -0.16, -0.23, 0.21, -0.57, -0.05, -0.43, -0.39, -0.40, -0.40, -0.40, -0.40, -0.38, -0.01, 0.52, -0.38, -0.43, -0.14, 0.40, 0.43, 0.24, 0.23, 0.23, 0.41, 0.21, 0.22, 0.22, 0.22, 0.24, 0.21, 0.21, 0.43, 0.19, 0.20, 0.22, 0.20, 0.21, 0.19, 0.21, 0.20, 0.21, 0.19, 0.21, 0.20, 0.21, 0.21, 0.20, 0.25],
  "max_force_ev_per_a": 1.35,
  "e_tot_ev": -39524.548,
  "relative_energy_ev": 3.242,
  "smiles": "NC(=O)C[C@@H](NC(=O)c1ccccc1)c1ccc(NC2CCCCCCC2)c([N+](=O)[O-])c1",
  "homo_ev": -8.332
}



> Which formula does entry 1 have?

C24H30N4O2